<P>
ORCA calculation (ωB97M-V/def2-TZVPD) on a structure of composition C3H8OSi.

The geometry in ORCA input format:
```
! RIJCOSX wB97M-V def2-TZVPD def2/J DEFGRID3
* xyz 0 1
C -0.4722 0.0725 -0.5103
C 0.3456 -1.2980 1.7729
C -1.2526 1.1149 0.0944
O 0.3593 0.4753 -1.4314
Si 1.5713 -0.6377 0.5836
H -0.7919 -0.8899 -0.3327
H -0.1033 -2.1218 1.1612
H -0.9639 1.1997 1.1527
H -2.2314 0.6817 0.1249
H -1.2549 2.0689 -0.4222
H 0.4159 -0.0200 -2.2625
H 2.4174 0.5919 0.7193
H 1.9607 -1.2373 -0.6499
*
```

Want to see where the charge sits? The Löwdin charges in e are:
1. C -0.4038
2. C -0.2315
3. C -0.0720
4. O -0.0622
5. Si 0.5826
6. H 0.0558
7. H -0.1052
8. H 0.0887
9. H 0.0827
10. H 0.0955
11. H 0.1345
12. H -0.0700
13. H -0.0951

<Q>
ORCA calculation (ωB97M-V/def2-TZVPD) on a cluster of 2 separate species, C3H8OSi in total.

Computed properties:
Structure (SMILES) ... C=[Si]1CO1.C

The geometry in ORCA input format:
```
! RIJCOSX wB97M-V def2-TZVPD def2/J DEFGRID3
* xyz 0 1
C 0.7693 -2.1713 -0.1689
Si 1.6117 -0.6850 0.1614
C 1.5054 1.1251 0.7151
O 2.4922 0.5712 -0.3505
H 0.0281 -2.6000 0.5600
H 1.2112 -2.9290 -0.7468
H 2.1370 1.5561 1.4223
H 0.7702 1.9464 0.2147
C -2.1781 0.6734 -0.4182
H -2.3594 1.6254 -0.6147
H -1.3769 0.1154 -1.0343
H -3.0180 0.0962 -0.2337
H -1.5926 0.6761 0.4936
*
```

Want to see where the charge sits? The Löwdin charges in e are:
1. C -0.2209
2. Si 0.6662
3. C -0.1683
4. O -0.3030
5. H -0.0053
6. H -0.0710
7. H 0.0097
8. H 0.1074
9. C -0.0266
10. H -0.0378
11. H 0.0519
12. H -0.0045
13. H 0.0022

<R>
ORCA calculation (ωB97M-V/def2-TZVPD) on the molecule C3H8OSi.

Computed properties:
Structure (SMILES) ... C=C[Si@H](C)O

The geometry in ORCA input format:
```
! RIJCOSX wB97M-V def2-TZVPD def2/J DEFGRID3
* xyz 0 1
C 2.0112 0.3509 -0.4170
C 1.0702 0.7967 0.3922
Si -0.7551 0.3162 0.4204
C -0.9810 -1.5155 -0.0129
O -1.6114 1.0841 -0.7396
H 3.0400 0.6735 -0.3666
H 1.7890 -0.3757 -1.1838
H 1.4807 1.6651 1.2699
H -1.3007 0.6554 1.7399
H -1.8753 -1.6627 -0.6099
H -0.1410 -1.9071 -0.5769
H -1.0737 -2.1161 0.8848
H -1.6528 2.0350 -0.8006
*
```

Want to see where the charge sits? The Löwdin charges in e are:
1. C -0.1039
2. C -0.2778
3. Si 0.4461
4. C -0.1821
5. O -0.1894
6. H 0.0451
7. H 0.0436
8. H 0.1278
9. H -0.0170
10. H 0.0248
11. H 0.0162
12. H 0.0186
13. H 0.0479

Least stable: <P>